1.
28
Properties=species:S:1:pos:R:3:forces:R:3 method="wB97M-V/def2-TZVPD" e_tot_ev=-38980.3037 homo_energy_ev=-4.647 charge=-1
C -0.444834 1.715755 3.970004 -0.01 0.02 0.02
C 0.245834 0.883157 2.896646 0.00 0.11 -0.05
C 1.594768 1.409823 2.407034 0.01 -0.46 0.16
Cl 1.311113 3.228916 1.870014 -0.08 0.25 -0.08
N 2.174650 0.608246 1.452923 0.01 0.05 0.08
P 2.688224 0.942952 -0.003378 0.13 -0.01 0.08
O 1.789047 1.030029 -1.199086 -0.06 -0.05 -0.10
H -0.899098 2.614424 3.555052 0.03 0.00 -0.04
H 0.266642 2.042361 4.733067 0.03 -0.04 0.01
H -1.227400 1.140350 4.470588 0.00 -0.01 -0.02
H -0.387228 0.747328 2.017320 -0.04 0.03 0.01
H 0.461404 -0.117145 3.283136 0.03 -0.01 -0.03
H 2.243773 1.593717 3.273903 -0.02 0.06 -0.02
H 3.656870 -0.067646 -0.203842 -0.01 0.01 -0.04
H 3.505611 2.105538 0.045729 -0.05 0.00 -0.05
C -0.557858 -1.198491 -1.025182 0.03 -0.04 0.12
C -0.863511 -1.777020 -2.370786 0.03 0.01 -0.09
C -1.340148 -0.783409 -3.411216 -0.02 0.04 0.05
O -2.193752 -1.583139 -4.247000 -0.08 0.04 0.04
C -2.642861 -2.625725 -3.510210 0.18 -0.11 -0.11
O -3.483772 -3.388663 -3.876193 -0.10 0.03 0.03
O -1.990856 -2.697373 -2.338988 -0.03 0.03 0.01
H 0.317846 -0.547506 -1.107403 -0.02 0.12 0.05
H -1.396157 -0.607674 -0.652511 -0.02 -0.01 -0.02
H -0.331454 -1.980201 -0.300535 -0.01 -0.03 -0.03
H -0.013959 -2.344589 -2.761505 0.01 -0.01 0.05
H -0.545654 -0.353225 -4.012745 0.02 -0.02 0.01
H -1.937241 0.009210 -2.954833 0.03 0.03 -0.02


2.
29
Properties=species:S:1:pos:R:3:forces:R:3 method="wB97M-V/def2-TZVPD" e_tot_ev=-30100.7616 homo_energy_ev=-14.868 charge=+1 smiles="C[C@@H](F)Cc1nn(C)c(P(=O)(O)O)[n+]1C"
C 3.750785 0.752182 0.298413 -0.08 0.15 0.34
C 2.496872 0.651219 1.138519 -0.04 -0.06 -0.78
F 2.831590 0.844847 2.448718 0.02 0.25 0.70
C 1.399894 1.676271 0.755813 -0.06 -0.69 0.45
C 0.091901 1.015735 0.537668 0.98 -0.51 -1.68
N -0.959345 1.133343 1.245401 -1.33 0.36 1.11
N -1.905238 0.336217 0.688309 0.60 0.21 0.12
C -3.227633 0.251324 1.279008 -0.32 0.15 0.63
C -1.411936 -0.274140 -0.364459 -0.49 -0.96 -0.70
P -2.464482 -1.445585 -1.324628 -0.97 -0.71 -0.41
O -3.637634 -0.758809 -1.789701 -0.52 0.66 -0.19
O -2.794300 -2.600994 -0.274838 0.98 0.55 0.08
O -1.631110 -2.132123 -2.483742 0.69 0.44 0.80
N -0.152130 0.125043 -0.524604 -0.01 0.41 0.80
C 0.782803 -0.282713 -1.557766 0.53 0.41 -0.09
H 4.565462 0.322537 0.865799 0.21 -0.19 0.02
H 3.992135 1.792342 0.108253 0.09 0.16 -0.11
H 3.661785 0.215979 -0.637376 -0.05 -0.03 -0.27
H 2.075410 -0.351404 1.089458 0.02 -0.31 -0.02
H 1.675156 2.250290 -0.119222 0.09 0.27 -0.12
H 1.277802 2.304456 1.628813 0.01 0.46 -0.04
H -3.721571 -0.671733 1.025710 0.01 -0.24 -0.28
H -3.102968 0.288835 2.352984 0.13 0.02 0.18
H -3.846202 1.086891 0.985173 0.01 0.22 -0.30
H -1.987579 -2.829876 0.213250 -0.33 -0.50 0.27
H -0.877197 -2.613769 -2.110105 -0.02 -0.40 -0.48
H 1.257883 0.602313 -1.960628 0.03 0.22 -0.13
H 1.567909 -0.897329 -1.143470 0.10 -0.31 0.18
H 0.291939 -0.791346 -2.370752 -0.27 -0.03 -0.09


3.
25
Properties=species:S:1:pos:R:3:forces:R:3 method="wB97M-V/def2-TZVPD" e_tot_ev=-15786.7022 homo_energy_ev=-9.623 smiles=CC[C@@]1(N)O[C@@]1(O)C(C)(C)F
C -0.240114 0.508601 0.625448 -1.48 1.82 -0.10
C -1.256876 -1.921723 -2.202272 3.45 1.49 -3.13
C 0.271606 -0.063159 3.072466 -0.73 0.64 0.08
C 2.048618 0.780666 1.362578 -0.25 -1.20 1.26
C -0.300284 -1.145802 -1.319247 0.86 -0.64 1.47
C -0.752969 0.179112 -0.770804 2.45 -2.35 3.19
C 0.781447 -0.062287 1.661248 0.23 1.11 -1.66
N -0.950393 1.209271 -1.603822 0.33 2.02 -1.42
O -0.345002 1.956163 0.806236 0.22 -0.26 1.02
O -1.522981 0.032699 0.435903 -1.21 -0.61 0.97
F 1.045024 -1.405916 1.333936 0.03 0.29 0.16
H -2.077810 -2.139140 -1.671940 -3.21 -0.80 1.91
H -1.503250 -1.240194 -3.041901 -0.24 -0.69 0.11
H -0.842824 -2.871217 -2.619253 -0.11 0.85 0.37
H 0.174423 1.034944 3.444460 -0.34 -2.05 -0.59
H 1.063229 -0.537156 3.678947 -0.59 0.05 -0.08
H -0.679833 -0.705916 3.002733 1.21 1.24 0.86
H 1.811410 1.574713 0.727716 -0.18 0.88 -1.38
H 2.527581 1.282410 2.184636 -0.03 -0.20 0.92
H 2.747294 0.088160 0.958879 0.74 -0.32 -0.65
H -0.025284 -1.790503 -0.477003 -0.51 0.21 0.06
H 0.698157 -0.843793 -1.598381 0.34 -0.48 -1.61
H -0.760223 2.132117 -1.202669 -0.26 -0.65 0.00
H -1.868033 1.150603 -1.940682 -1.47 0.37 -1.03
H -1.076880 2.190179 1.426297 0.73 -0.73 -0.72


4.
26
Properties=species:S:1:pos:R:3:forces:R:3 method="wB97M-V/def2-TZVPD" e_tot_ev=-25068.7361 homo_energy_ev=-13.420 charge=+1
C -1.261527 0.326397 -2.030162 0.39 1.44 -2.14
C -0.395848 1.986354 -0.392857 -2.88 0.24 1.22
C 0.176036 1.745312 1.062662 1.76 1.95 -0.34
C 1.684843 2.132490 1.153698 0.35 -2.01 0.77
C -1.174235 -1.978152 1.218910 -0.46 -0.99 -2.04
C 1.717361 -1.487417 0.312028 -0.64 -1.72 1.98
C -1.378881 -1.156913 -2.263278 -0.98 -1.02 0.33
N -0.512781 0.742884 -1.038182 3.39 -5.02 4.61
O -1.615389 1.187481 -2.806690 -1.44 -0.39 -0.87
O -0.080953 0.449030 1.516410 0.18 -1.98 0.38
F -0.435272 -1.801549 -1.482513 1.48 -0.87 1.02
P 0.031972 -0.766936 0.521382 -0.89 2.09 -3.12
H -1.505635 2.301287 -0.396398 1.87 0.73 0.35
H 0.297443 2.673542 -0.859757 -0.21 0.18 -0.43
H -0.200240 2.357477 1.877879 -0.95 0.28 -0.57
H 2.040412 1.697018 2.142144 -0.43 1.29 -0.76
H 1.753188 3.218512 1.052579 0.26 -0.26 0.30
H 2.399920 1.625484 0.472986 -0.78 0.42 -0.32
H -1.061210 -3.050045 0.865460 0.52 1.38 0.28
H -2.255911 -1.778066 0.980272 1.20 0.52 0.27
H -0.997094 -1.927206 2.261484 -0.02 0.05 1.22
H 1.910216 -1.863995 1.392679 0.00 0.63 -1.61
H 2.602341 -1.042496 -0.099459 -0.01 1.61 0.23
H 1.746544 -2.380866 -0.322927 -1.04 -0.14 0.26
H -1.189634 -1.587601 -3.232771 -0.07 0.93 -0.79
H -2.295666 -1.622026 -1.905578 -0.60 0.66 -0.20